Entry 1:
Below is 2 unconnected molecules or ions with the total composition C2H6N4 at a distorted geometry, with properties calculated with ωB97M-V/def2-TZVPD.

XYZ file:
```
12
Properties=species:S:1:pos:R:3:lowdin_charge:R:1
N -0.58 -0.91 -0.93 0.083
N -0.68 -0.24 1.31 0.113
N -0.17 2.80 -1.06 -0.038
N 1.42 -0.37 0.29 0.091
C -0.06 1.73 -0.64 -0.219
C 0.04 -0.19 0.12 -0.620
H 1.89 -0.58 -0.58 0.095
H -1.57 -0.73 -1.00 0.094
H -1.63 0.08 1.25 0.101
H -0.18 0.20 2.07 0.104
H 1.64 -1.04 1.00 0.102
H -0.14 -0.74 -1.83 0.095
```

Summary:
HOMO, eV: -9.79
Frontier orbital gap, eV: 10.389
ΔE to the lowest compared entry with this formula, charge and spin, kcal/mol: 41.0
2S+1: 1
Total energy, hartree: -298.7835


Entry 2:
Below is a molecular structure, C31H23BFInNO10 at a distorted geometry, with properties calculated with ωB97M-V/def2-TZVPD.

XYZ file:
```
68
Properties=species:S:1:pos:R:3:lowdin_charge:R:1
In 1.37 -0.62 4.74 1.081
F -6.44 3.59 4.96 0.027
O -0.45 -2.98 -0.13 0.135
O -7.89 2.12 4.22 0.146
O -2.66 0.90 2.24 0.066
O -6.64 1.72 2.46 0.062
O -2.54 -1.19 2.72 0.095
O 2.69 2.66 -2.99 0.153
O 1.80 0.28 1.76 0.021
O -0.89 0.09 3.14 -0.085
O -8.94 1.40 2.41 0.201
O 1.60 -0.43 -4.38 0.123
N -2.04 -0.04 2.72 -0.585
C 0.93 3.86 -1.24 -0.028
C 1.58 -4.32 -1.51 0.032
C 3.86 -1.84 -1.25 -0.005
C 0.62 2.80 1.26 -0.001
C 2.77 0.65 -1.75 -0.071
C 4.00 -1.23 -2.50 0.002
C 3.02 -4.25 -3.40 -0.050
C -0.58 1.84 -1.54 -0.001
C 2.58 -3.02 -3.79 -0.010
C -1.12 1.17 -0.44 0.048
C -5.73 1.76 3.54 -0.087
C -0.93 -0.25 -0.38 0.072
C 1.97 0.79 0.67 -0.247
C 1.23 -1.00 -3.38 -0.304
C 3.03 -1.28 -0.28 0.049
C 2.65 0.05 -0.47 -0.007
C 1.14 -3.07 -1.88 -0.092
C 2.60 -4.92 -2.26 -0.015
C 0.08 4.48 -0.33 -0.035
C -7.94 1.71 2.95 -0.526
C 0.38 -0.29 -2.38 -0.032
C -0.01 4.00 0.98 -0.013
C -0.15 -0.96 -1.29 -0.027
C -6.58 2.23 4.70 -0.271
C 1.48 2.13 0.37 -0.089
C 3.30 -0.07 -2.81 -0.009
C 0.09 -2.41 -1.06 -0.260
C 0.19 1.10 -2.45 0.010
C 1.61 -2.37 -2.99 -0.079
C 2.44 2.08 -1.96 -0.302
C 1.67 2.74 -0.86 -0.096
B 0.84 -2.54 2.59 -0.440
H 4.47 -1.75 -3.32 0.128
H 3.92 -4.70 -3.82 0.126
H -0.58 4.58 1.68 0.126
H 0.50 2.44 2.27 0.124
H -0.75 2.89 -1.72 0.116
H 1.99 -2.56 2.74 -0.037
H 3.21 0.35 -3.81 0.141
H 0.62 -3.48 1.91 0.068
H 0.96 4.32 -2.21 0.147
H -1.32 -0.73 0.51 0.111
H 2.78 -1.78 0.65 0.117
H 4.19 -2.87 -1.17 0.126
H 1.25 -4.80 -0.59 0.133
H -6.35 1.80 5.67 0.168
H -4.89 2.39 3.24 0.133
H 0.17 -2.63 3.53 -0.046
H 0.53 1.60 -3.35 0.148
H -5.33 0.77 3.78 0.135
H -0.52 5.35 -0.55 0.127
H -1.63 1.68 0.36 0.103
H 3.17 -5.71 -1.81 0.125
H 0.56 -1.64 1.90 -0.010
H 3.08 -2.56 -4.63 0.138
```

Summary:
HOMO, eV: -11.79
Frontier orbital gap, eV: 2.873
2S+1: 1
Net charge: +1
Total energy, hartree: -2316.3964


Entry 3:
Below is a molecular structure, C22H21I2N11O3S4SbTi, with properties calculated with ωB97M-V/def2-TZVPD.

XYZ file:
```
65
Properties=species:S:1:pos:R:3:mulliken_spin:R:1
I 4.81 -2.59 -1.99 0.594
I 1.67 -1.92 -1.71 0.341
Sb -2.58 2.06 1.64 -0.001
Ti -0.68 -0.58 -0.29 0.056
S -2.51 3.83 0.26 0.000
S -4.03 1.81 3.34 0.000
S -2.73 -0.06 0.39 0.017
S -0.40 1.37 2.52 0.000
O 0.11 1.00 -0.46 0.000
O 2.68 3.82 5.24 0.000
O 3.09 0.39 0.47 0.001
N 1.68 3.11 2.92 0.000
N -2.17 -3.06 -2.34 0.005
N -1.31 -0.82 -2.22 -0.042
N 1.18 -1.35 1.94 0.002
N -1.78 -4.55 0.73 0.006
N -1.68 -0.25 -4.25 0.009
N -2.12 -1.52 -4.13 -0.002
N -1.20 0.18 -3.14 -0.002
N -2.20 -4.61 -0.55 -0.001
N -1.30 -2.65 -0.14 0.005
N -1.24 -3.41 0.98 -0.002
C 0.69 -1.84 4.24 0.000
C 1.08 2.31 1.88 0.002
C -1.90 -3.43 -1.04 0.002
C 0.94 4.15 -2.01 0.000
C 2.89 -1.19 3.61 -0.001
C -0.17 4.70 3.21 0.000
C 1.40 4.88 -0.92 0.000
C 0.33 -1.71 2.91 0.000
C 0.54 2.28 -0.58 -0.003
C 1.53 4.49 4.88 0.000
C -1.88 -1.84 -2.88 0.011
C -0.79 5.68 3.98 0.000
C 1.00 4.09 3.64 0.000
C 0.93 5.47 5.64 0.000
C 1.42 4.29 0.34 0.000
C -0.24 6.07 5.18 0.000
C 1.99 -1.57 4.60 0.000
C 3.16 4.04 6.55 0.000
C 2.45 -1.10 2.29 -0.006
C 0.52 2.85 -1.85 -0.001
C 0.97 2.99 0.54 0.000
C 3.44 -0.76 1.21 0.026
H 1.36 5.76 6.59 0.000
H -2.61 -3.73 -2.93 0.000
H 1.74 5.90 -1.04 0.000
H -0.62 4.43 2.26 0.000
H 0.91 4.60 -3.00 0.000
H 2.40 3.83 7.30 0.000
H 4.00 3.36 6.68 0.000
H 3.92 -0.97 3.84 0.000
H -0.05 -2.13 4.97 0.000
H 2.32 -1.63 5.63 0.000
H -1.71 6.12 3.62 0.000
H 2.31 2.59 3.51 0.000
H 1.79 4.85 1.18 0.000
H 4.41 -0.57 1.67 0.000
H 0.14 2.24 -2.66 0.000
H -0.73 6.83 5.79 0.000
H 3.55 -1.63 0.55 -0.019
H 3.51 5.07 6.68 0.000
H 2.65 0.10 -0.34 0.005
H -0.69 -1.92 2.61 0.000
H 1.77 1.48 1.72 0.000
```

Summary:
HOMO (alpha / beta), eV: -3.28 / -3.48
Frontier orbital gap (alpha / beta), eV: 6.798 / 5.786
ΔE to the lowest compared entry with this formula, charge and spin, kcal/mol: 15.0
2S+1: 2
Net charge: -2
Total energy, hartree: -4957.1193


Entry 4:
Below is 6 unconnected molecules or ions with the total composition C19H43BrN8O13P at a distorted geometry, with properties calculated with ωB97M-V/def2-TZVPD.

XYZ file:
```
85
Properties=species:S:1:pos:R:3:lowdin_charge:R:1
Br -0.88 3.27 -1.81 0.757
P -3.82 -1.40 0.01 0.461
O 6.67 4.37 1.72 0.081
O 4.69 4.46 0.85 0.050
O -3.79 -2.35 1.12 -0.240
O 5.01 -1.67 1.60 0.038
O -10.08 -2.81 0.20 0.075
O -4.88 -0.23 0.13 -0.201
O 4.44 0.52 -1.26 0.023
O 4.91 -3.79 1.90 0.067
O -9.79 -0.74 -0.36 0.058
O -3.09 4.38 1.06 0.062
O -4.22 -2.11 -1.35 -0.197
O 6.09 -0.87 -1.33 0.074
O -1.28 4.07 2.20 0.036
N 5.14 -0.31 -1.82 -0.421
N 5.53 -2.75 1.80 -0.415
N 2.08 -0.90 1.84 0.137
N 0.22 -1.19 0.50 0.049
N -2.02 4.74 1.49 -0.439
N 5.73 3.88 1.15 -0.452
N 0.97 0.99 1.09 0.156
N -9.39 -1.84 -0.04 -0.454
C -4.58 1.11 0.55 -0.232
C -1.54 6.11 1.14 0.054
C 1.76 -2.35 1.86 -0.074
C 1.06 -0.32 1.13 -0.322
C 4.82 -0.63 -3.24 0.066
C 1.60 1.83 -1.63 -0.132
C -3.84 1.20 1.88 -0.058
C -1.23 -1.14 0.88 -0.135
C -7.91 -2.01 0.05 0.040
C 7.01 -2.79 1.93 0.072
C 0.91 -2.51 0.61 -0.243
C 5.83 2.44 0.77 0.037
C 0.16 1.75 -1.16 -0.724
C -2.16 -0.67 -0.25 -0.169
C -3.25 -1.98 -3.58 -0.063
C 2.94 -3.20 -0.70 0.042
C 0.02 1.82 0.36 -0.229
C -4.22 -1.37 -2.59 -0.259
C 1.69 -2.79 -0.65 -0.103
H -4.03 1.62 -0.25 0.106
H -5.54 1.60 0.60 0.126
H -7.50 -1.77 -0.93 0.092
H 1.65 1.47 1.67 0.176
H 3.96 -0.05 -3.54 0.094
H -7.55 -1.30 0.79 0.094
H 4.91 2.17 0.26 0.054
H 7.27 -2.14 2.77 0.109
H 5.97 1.87 1.68 0.102
H 2.66 -2.95 1.90 0.090
H 0.18 -3.32 0.74 0.158
H 2.13 0.93 -1.32 0.048
H -2.29 6.57 0.52 0.100
H -3.98 -0.32 -2.41 0.112
H 2.11 2.73 -1.28 0.092
H 3.50 -3.16 -1.62 0.058
H -0.60 5.99 0.62 0.096
H -7.69 -3.03 0.33 0.098
H -4.28 1.97 2.51 0.085
H 5.70 -0.38 -3.83 0.109
H 7.42 -2.39 1.01 0.102
H -2.81 1.51 1.72 0.039
H -5.24 -1.39 -2.97 0.122
H 1.13 -2.65 -1.57 0.110
H -3.64 -1.87 -4.60 0.082
H 3.42 -3.67 0.15 0.049
H 1.18 -2.54 2.76 0.136
H -1.36 -0.57 1.80 0.134
H -1.52 -2.17 1.10 0.106
H 2.98 -0.65 1.43 0.124
H 6.69 2.32 0.12 0.105
H -2.21 0.41 -0.36 0.058
H -3.14 -3.05 -3.39 0.087
H -0.99 1.61 0.70 0.079
H -1.39 6.65 2.07 0.106
H 0.24 2.84 0.67 0.101
H -1.77 -1.06 -1.20 0.094
H 7.31 -3.81 2.11 0.103
H -2.28 -1.49 -3.57 0.064
H 4.63 -1.70 -3.30 0.093
H 1.63 1.85 -2.72 0.082
H -3.82 0.24 2.40 0.085
H -0.33 0.89 -1.61 0.066
```

Summary:
HOMO, eV: -12.28
Frontier orbital gap, eV: 9.426
2S+1: 1
Net charge: +1
Total energy, hartree: -5080.6846


Entry 5:
Below is a molecular structure, C36H26BrF4NP2Pb at a distorted geometry, with properties calculated with ωB97M-V/def2-TZVPD.

XYZ file:
```
71
Properties=species:S:1:pos:R:3:lowdin_charge:R:1
Pb 1.20 -1.35 -0.78 1.169
Br 1.07 -3.89 0.92 0.868
P 1.83 1.38 -0.13 1.041
P -1.47 -1.62 0.34 0.949
F -2.63 -7.49 0.93 0.273
F -0.12 -6.58 1.09 0.247
F -4.07 -3.15 0.41 0.253
F -4.64 -5.71 0.56 0.260
N 3.46 -1.18 0.46 -0.040
C -1.82 -0.76 4.28 -0.039
C -1.75 -3.45 0.50 -0.247
C -3.99 -0.39 3.29 -0.022
C -3.01 0.17 -1.11 -0.110
C -2.61 -1.96 -2.19 -0.096
C 6.34 1.20 0.51 0.015
C -3.09 -3.96 0.49 -0.127
C 4.23 0.06 0.40 -0.305
C -1.06 -5.75 0.88 -0.169
C 0.25 1.38 -3.86 -0.025
C -3.41 -1.57 -3.25 -0.030
C -2.39 -6.23 0.80 -0.086
C -3.41 -5.33 0.61 -0.090
C -0.76 -4.38 0.73 -0.500
C 1.14 2.87 0.57 -0.330
C -2.44 -1.10 -1.09 -0.421
C 0.86 4.22 2.54 -0.007
C 0.34 5.24 1.74 0.051
C 0.59 3.88 -0.24 -0.035
C -3.17 -0.42 4.40 -0.007
C 1.24 3.03 1.97 -0.057
C 0.22 5.07 0.35 0.004
C 3.57 1.30 0.33 -0.317
C -4.02 -0.32 -3.24 -0.014
C 2.66 1.39 -4.14 -0.005
C -3.82 0.55 -2.17 -0.030
C -2.13 -1.02 1.90 -0.375
C 1.71 1.36 -1.93 -0.481
C 5.68 2.43 0.50 -0.006
C 0.41 1.35 -2.49 -0.160
C -1.30 -1.06 3.03 -0.102
C 1.38 1.40 -4.69 0.012
C 5.61 0.02 0.46 0.016
C -3.49 -0.68 2.03 -0.078
C 4.30 2.49 0.43 -0.040
C 2.83 1.36 -2.76 -0.048
H -2.85 0.85 -0.28 0.113
H -0.46 1.36 -1.84 0.097
H 3.83 1.38 -2.34 0.121
H 3.52 1.43 -4.79 0.137
H 1.63 2.24 2.59 0.122
H 0.96 4.37 3.61 0.136
H -4.29 1.52 -2.17 0.129
H -4.64 -0.01 -4.07 0.133
H -0.14 5.88 -0.27 0.139
H -5.04 -0.16 3.39 0.132
H 6.25 3.35 0.52 0.138
H 6.13 -0.93 0.52 0.138
H 1.25 1.41 -5.76 0.138
H 4.04 -1.94 0.11 0.108
H -0.25 -1.31 2.93 0.092
H -4.14 -0.66 1.17 0.106
H 7.41 1.17 0.59 0.141
H 3.80 3.44 0.41 0.125
H -3.57 -0.16 5.38 0.133
H 0.01 6.17 2.19 0.144
H 0.52 3.77 -1.31 0.116
H -0.73 1.41 -4.30 0.128
H -3.57 -2.25 -4.08 0.130
H -1.18 -0.79 5.15 0.125
H 3.29 -1.40 1.44 0.109
H -2.13 -2.93 -2.21 0.111
```

Summary:
HOMO (alpha / beta), eV: -19.03 / -19.06
Frontier orbital gap (alpha / beta), eV: 4.077 / 4.461
ΔE to the lowest compared entry with this formula, charge and spin, kcal/mol: 18.5
2S+1: 1
Net charge: +4
Total energy, hartree: -5289.6543


Entry 6:
Below is 2 unconnected molecules or ions with the total composition C6H17NO at a distorted geometry, with properties calculated with ωB97M-V/def2-TZVPD.

XYZ file:
```
25
Properties=species:S:1:pos:R:3:lowdin_charge:R:1
O -1.17 2.77 1.96 -0.080
N -0.44 -0.04 -0.19 -0.083
C 0.51 -1.06 1.86 -0.058
C -0.51 -1.17 0.69 -0.464
C 1.56 -0.34 -1.78 -0.210
C -1.96 -1.51 1.12 -0.054
C 2.13 0.91 -2.43 -0.121
C -0.01 -0.18 -1.60 -0.207
H -2.36 -0.91 1.94 0.073
H 1.45 1.53 -3.00 0.059
H 1.50 -0.78 1.50 0.057
H -1.97 -2.53 1.49 0.070
H -2.63 -1.23 0.31 0.076
H 0.21 -0.25 2.53 0.071
H -1.12 0.70 -0.13 0.089
H 2.56 1.59 -1.67 0.077
H 1.77 -0.50 -0.74 0.075
H -0.74 3.64 2.01 0.037
H -0.47 0.69 -2.08 0.108
H 1.66 -1.26 -2.36 0.095
H 0.56 -2.06 2.32 0.080
H -0.64 2.31 1.28 0.022
H -0.44 -1.10 -2.00 0.097
H 2.98 0.70 -3.10 0.064
H -0.17 -2.00 0.07 0.128
```

Summary:
HOMO, eV: -8.34
Frontier orbital gap, eV: 9.186
ΔE to the lowest compared entry with this formula, charge and spin, kcal/mol: 27.2
2S+1: 1
SMILES: CCCNC(C)C.O
Total energy, hartree: -368.7575


Entry 7:
Below is a molecular structure, C7H18ClCrGaO at a distorted geometry, with properties calculated with ωB97M-V/def2-TZVPD.

XYZ file:
```
29
Properties=species:S:1:pos:R:3:mulliken_spin:R:1
Ga 1.84 3.55 -1.61 0.796
Cr 0.66 -0.86 0.94 3.216
Cl 1.54 4.05 0.56 -0.017
O -0.81 -0.39 1.94 0.006
C 3.29 2.21 -1.97 0.155
C 1.74 -2.53 1.56 -0.125
C 0.07 3.02 -2.45 0.104
C -2.01 -0.76 1.27 0.022
C 0.35 -1.15 -0.86 -0.179
C -1.93 -2.17 0.72 0.001
C -3.18 -0.59 2.23 0.002
H -1.06 -2.32 0.07 -0.016
H 4.23 2.58 -1.54 -0.038
H -1.93 -2.88 1.55 -0.005
H -3.25 0.45 2.59 -0.002
H -4.10 -0.90 1.74 0.000
H 2.22 -2.99 0.67 -0.002
H -2.21 -0.12 0.40 0.000
H -2.79 -2.39 0.07 0.001
H 1.09 -3.32 1.99 0.019
H 3.20 1.16 -1.67 -0.013
H 2.57 -2.39 2.31 0.012
H 1.25 -0.85 -1.48 0.044
H -3.00 -1.20 3.12 0.000
H -0.75 3.62 -2.03 -0.014
H 0.13 3.31 -3.50 0.029
H -0.27 1.98 -2.42 -0.010
H -0.38 -0.32 -1.16 -0.015
H 3.47 2.19 -3.04 0.029
```

Summary:
HOMO (alpha / beta), eV: 0.96 / -0.36
Frontier orbital gap (alpha / beta), eV: 4.435 / 5.698
ΔE to the lowest compared entry with this formula, charge and spin, kcal/mol: 51.3
2S+1: 5
Net charge: -2
Total energy, hartree: -3782.0242


Entry 8:
Below is a gas-phase ion, C8H12N (charge +1) at a distorted geometry, with properties calculated with ωB97M-V/def2-TZVPD.

XYZ file:
```
21
Properties=species:S:1:pos:R:3:lowdin_charge:R:1
N 1.45 -0.46 0.11 -0.070
C 2.19 0.56 0.96 0.030
C 1.16 -1.76 0.71 -0.014
C -1.57 -1.87 1.16 -0.034
C -1.72 2.60 -2.29 -0.091
C -0.09 -0.22 -0.07 -0.127
C -0.54 0.84 -0.80 0.032
C -0.37 -1.34 0.58 -0.171
C -1.13 1.60 -1.49 -0.069
H 1.53 1.51 1.04 0.129
H -2.43 -2.39 0.51 0.151
H -2.01 -1.02 1.75 0.111
H 3.19 0.81 0.40 0.136
H -1.54 3.76 -1.89 0.166
H 1.56 -1.90 1.67 0.106
H -1.22 -2.61 1.91 0.092
H -2.85 2.37 -2.29 0.122
H 2.42 0.16 1.99 0.115
H 1.50 -2.68 0.13 0.166
H -1.39 2.53 -3.34 0.087
H 1.89 -0.50 -0.74 0.131
```

Summary:
HOMO, eV: -12.94
Frontier orbital gap, eV: 9.731
ΔE to the lowest compared entry with this formula, charge and spin, kcal/mol: 44.9
2S+1: 1
Net charge: +1
SMILES: CC#CC1=C(C)C[N@@H+]1C
Total energy, hartree: -366.3833


> Look up the 2S+1 of the sixth one.

1


> total energy of number 4 (C19H43BrN8O13P)?

-5080.6846 hartree


> total energy of number 4 (C19H43BrN8O13P)?

-5080.6846 hartree


Please write out number 5 again, unchanged.
Below is a molecular structure, C36H26BrF4NP2Pb at a distorted geometry, with properties calculated with ωB97M-V/def2-TZVPD.

XYZ file:
```
71
Properties=species:S:1:pos:R:3:lowdin_charge:R:1
Pb 1.20 -1.35 -0.78 1.169
Br 1.07 -3.89 0.92 0.868
P 1.83 1.38 -0.13 1.041
P -1.47 -1.62 0.34 0.949
F -2.63 -7.49 0.93 0.273
F -0.12 -6.58 1.09 0.247
F -4.07 -3.15 0.41 0.253
F -4.64 -5.71 0.56 0.260
N 3.46 -1.18 0.46 -0.040
C -1.82 -0.76 4.28 -0.039
C -1.75 -3.45 0.50 -0.247
C -3.99 -0.39 3.29 -0.022
C -3.01 0.17 -1.11 -0.110
C -2.61 -1.96 -2.19 -0.096
C 6.34 1.20 0.51 0.015
C -3.09 -3.96 0.49 -0.127
C 4.23 0.06 0.40 -0.305
C -1.06 -5.75 0.88 -0.169
C 0.25 1.38 -3.86 -0.025
C -3.41 -1.57 -3.25 -0.030
C -2.39 -6.23 0.80 -0.086
C -3.41 -5.33 0.61 -0.090
C -0.76 -4.38 0.73 -0.500
C 1.14 2.87 0.57 -0.330
C -2.44 -1.10 -1.09 -0.421
C 0.86 4.22 2.54 -0.007
C 0.34 5.24 1.74 0.051
C 0.59 3.88 -0.24 -0.035
C -3.17 -0.42 4.40 -0.007
C 1.24 3.03 1.97 -0.057
C 0.22 5.07 0.35 0.004
C 3.57 1.30 0.33 -0.317
C -4.02 -0.32 -3.24 -0.014
C 2.66 1.39 -4.14 -0.005
C -3.82 0.55 -2.17 -0.030
C -2.13 -1.02 1.90 -0.375
C 1.71 1.36 -1.93 -0.481
C 5.68 2.43 0.50 -0.006
C 0.41 1.35 -2.49 -0.160
C -1.30 -1.06 3.03 -0.102
C 1.38 1.40 -4.69 0.012
C 5.61 0.02 0.46 0.016
C -3.49 -0.68 2.03 -0.078
C 4.30 2.49 0.43 -0.040
C 2.83 1.36 -2.76 -0.048
H -2.85 0.85 -0.28 0.113
H -0.46 1.36 -1.84 0.097
H 3.83 1.38 -2.34 0.121
H 3.52 1.43 -4.79 0.137
H 1.63 2.24 2.59 0.122
H 0.96 4.37 3.61 0.136
H -4.29 1.52 -2.17 0.129
H -4.64 -0.01 -4.07 0.133
H -0.14 5.88 -0.27 0.139
H -5.04 -0.16 3.39 0.132
H 6.25 3.35 0.52 0.138
H 6.13 -0.93 0.52 0.138
H 1.25 1.41 -5.76 0.138
H 4.04 -1.94 0.11 0.108
H -0.25 -1.31 2.93 0.092
H -4.14 -0.66 1.17 0.106
H 7.41 1.17 0.59 0.141
H 3.80 3.44 0.41 0.125
H -3.57 -0.16 5.38 0.133
H 0.01 6.17 2.19 0.144
H 0.52 3.77 -1.31 0.116
H -0.73 1.41 -4.30 0.128
H -3.57 -2.25 -4.08 0.130
H -1.18 -0.79 5.15 0.125
H 3.29 -1.40 1.44 0.109
H -2.13 -2.93 -2.21 0.111
```

Summary:
HOMO (alpha / beta), eV: -19.03 / -19.06
Frontier orbital gap (alpha / beta), eV: 4.077 / 4.461
ΔE to the lowest compared entry with this formula, charge and spin, kcal/mol: 18.5
2S+1: 1
Net charge: +4
Total energy, hartree: -5289.6543